(1)
Below is an isolated ion of composition C7H12N3O2 and charge +1 at a distorted geometry, with properties calculated with wB97M-V/def2-TZVPD.

Geometry (Å):
O 3.49314 0.92542 -0.42684
O 4.92020 -0.75149 0.02808
N 1.66705 0.10534 0.34928
N 2.59951 -0.80252 0.50010
N 2.23135 1.23832 -0.22022
C -0.44144 1.36648 0.26604
C -1.75473 -1.18288 -0.20218
C -2.38840 0.09050 -0.61753
C -1.98096 1.14239 0.41274
C 0.34551 0.07414 0.60737
C 3.83233 -0.29558 -0.02129
C -0.26809 -0.98588 -0.37995
H -2.10796 0.44413 -1.70703
H 2.36652 -1.78605 0.54100
H 0.39355 -1.97693 -0.32770
H -1.87459 -1.36902 0.84698
H -3.57356 0.02633 -0.72421
H 0.18863 -0.22244 1.66144
H -2.05183 -2.02914 -0.85066
H -2.23189 0.79919 1.34477
H -2.43042 2.08184 0.22836
H -0.34256 1.50242 -0.76677
H -0.22095 2.24402 0.90776
H -0.37042 -0.63858 -1.44955

SMILES string = O=c1[nH][n+](C2CCCCC2)no1
relative energy (zero: lowest compared OMol25 entry of this formula, charge and spin) = 103.1 kcal per mole
lowest unoccupied orbital energy (alpha / beta) = -0.222 / -0.222 Eh
energy = -588.26380 a.u.
molecular weight = 170.19 u
2S+1 = 1
orbital gap (alpha / beta) = 8.8 / 8.8 eV
net charge = +1

=====

(2)
Below is C52H47BrCl4FeN5O5S5 as an isolated structure at a distorted geometry, with properties calculated with wB97M-V/def2-TZVPD.

Geometry (Å):
Br 2.42378 0.97506 -6.40157
Fe -0.25152 0.37316 1.66863
Cl 0.79048 -4.36834 -2.79887
Cl -2.91772 -4.22924 -5.65247
Cl 3.16978 3.63316 2.35593
Cl -0.84652 -8.25804 -2.81637
S -0.61832 -1.08924 6.49473
S -2.55362 -0.11354 4.37853
S 0.36138 -2.05444 2.27373
S 1.15928 -3.89244 -5.73247
S -1.37082 3.61516 2.41473
O -2.61712 -1.76684 -3.47567
O -0.94102 1.21956 -2.18117
O -0.44512 2.55066 2.88213
O 0.27068 0.75856 -0.36297
O -2.14542 1.73196 1.11633
N -3.54522 -2.13774 -0.58227
N -0.34402 1.07966 5.15813
N -4.36572 1.38616 1.12793
N -3.21212 1.75566 -0.86847
N -2.21422 -1.13204 0.86083
C 2.09278 -3.08054 0.40363
C 1.40048 1.09656 -2.39467
C -2.35562 -4.74004 -1.73807
C -3.18162 1.59326 0.46223
C -0.85132 6.38406 2.52893
C -3.44932 -2.82914 -3.04377
C 5.13858 -0.24244 1.22783
C -1.45182 4.97046 -1.39157
C 0.39958 -4.56374 1.25873
C 2.50758 1.10186 -4.49837
C 5.71188 0.97176 0.85623
C 2.62628 1.23506 -1.75467
C -1.78472 -5.99574 -1.68507
C -2.49782 -4.88964 -4.11197
C -1.56312 -6.69464 -2.86147
C 3.22368 0.89046 2.24903
C 0.13688 1.02196 -1.57517
C -0.16212 4.71906 -1.83117
C 0.39578 -3.49894 -4.22397
C -2.75972 -4.16794 -2.94237
C 2.66168 -4.13674 -0.27627
C -0.48302 -1.92534 -5.65357
C 1.04288 -0.31934 6.47933
C -1.22612 -1.82964 -3.19557
C 3.73538 1.26356 -3.88227
C 0.78958 1.11736 6.05003
C 1.06348 6.15536 4.51643
C -4.27082 -2.40954 -1.79537
C -1.82652 4.62106 -0.10657
C 3.95328 -0.28474 1.91443
C 1.33348 1.02716 -3.77997
C 0.97358 -5.61064 0.56793
C 0.40888 5.02806 4.05073
C -0.53642 5.13766 3.04603
C 3.87488 2.10006 1.88653
C 1.98448 0.84916 2.89453
C 0.37128 3.71516 0.27953
C -2.59002 -1.19714 -0.38817
C 0.77108 7.39706 3.98263
C 2.12108 -5.41184 -0.18497
C -0.19332 7.50816 2.99483
C 3.78598 1.32786 -2.49817
C 5.07398 2.14926 1.21793
C -1.17952 0.04646 5.24843
C -0.44782 -2.43284 -4.32767
C 0.74478 4.07726 -1.00407
C -0.89962 4.01516 0.72213
C -2.94692 -2.06734 1.52263
C 0.97398 -3.28754 1.21863
C -1.90102 -6.13544 -4.08527
C -3.78492 -2.69634 0.65063
C 0.32528 -2.59594 -6.50847
H -4.80212 -1.49244 -2.08717
H 2.64418 1.25706 -0.67527
H 1.64408 -0.85964 5.74593
H 2.58188 -6.24284 -0.70067
H -1.59002 6.48296 1.74723
H 5.65088 -1.16214 0.97873
H 0.51118 -2.39704 -7.54467
H 0.64448 4.05346 4.45253
H 0.53448 -6.60034 0.62883
H -2.83682 4.79116 0.23703
H -5.00642 -3.19344 -1.58517
H -1.01252 -2.37064 -2.26877
H -4.03652 1.50266 -1.38827
H -0.48542 -4.72094 1.86303
H -4.22972 1.09126 2.08523
H 1.66228 1.54156 5.54943
H -0.92622 -0.78334 -3.08007
H 4.63748 1.32706 -4.47137
H -4.20682 -2.91494 -3.84297
H 0.12888 5.01806 -2.82777
H 1.29648 8.27516 4.32893
H 3.53838 -1.23374 2.22513
H -1.48872 -6.41224 -0.73807
H 0.37518 0.91886 -4.26837
H 0.54578 1.74036 6.92513
H 1.73358 3.83936 -1.36747
H 1.80728 6.06066 5.29173
H 1.04398 3.18196 0.93453
H -2.17292 5.42436 -2.05647
H 2.51438 -2.08894 0.32803
H -4.50482 -3.47914 0.79843
H -0.40182 1.68156 4.32673
H -0.43022 8.47486 2.57763
H -2.47732 -4.20524 -0.81257
H -5.13242 0.96176 0.63343
H -1.69362 -6.65634 -5.00507
H 1.64358 1.78276 3.31483
H 6.64058 1.00466 0.30753
H 5.51738 3.10626 0.97933
H 4.73628 1.44836 -2.00027
H -1.09882 -1.08944 -5.93337
H -2.29182 1.65086 -1.36467
H 3.53998 -3.97114 -0.88577
H -2.81862 -2.21504 2.57423
H 1.48258 -0.39274 7.46983
H 1.72648 -0.05724 3.42783
H -2.20382 -0.59154 -1.17747

lowest unoccupied orbital energy (alpha / beta) = 0.072 / 0.072 Eh
energy = -10329.30648 a.u.
molecular weight = 1259.87 u
2S+1 = 5
orbital gap (alpha / beta) = 5.4 / 5.6 eV
net charge = -1

=====

(3)
Below is C18H18CoN5O2SSe as an isolated structure, with properties calculated with wB97M-V/def2-TZVPD.

Geometry (Å):
Se -0.98778 2.90155 0.54668
Co -0.40944 0.99748 -0.61787
S 1.25826 1.89407 -1.98743
O 0.85423 0.56727 0.70761
O -1.58860 0.99826 -2.01601
N -1.24446 4.76288 -1.78705
N 2.06698 -0.66096 -2.15863
N -1.45391 -0.16094 0.37836
N -0.90266 -0.59382 1.58347
N 3.33105 0.72470 -0.84189
C 2.71774 -1.01843 5.06653
C -2.66302 -0.55534 0.13523
C 3.22671 -0.24289 4.03520
C -3.40212 -0.20466 -1.02483
C -5.47142 -0.35644 -2.26736
C -2.81745 0.57447 -2.05222
C 0.95972 -1.00588 -3.04380
C -3.60007 0.87252 -3.19300
C 1.42169 -1.51262 4.98690
C 2.27625 0.54677 -1.64196
C -4.73300 -0.66066 -1.15879
C 4.09849 -0.35941 -0.26040
C 0.31668 -0.14798 1.65213
C 2.44175 0.03660 2.92637
C -1.14587 4.03194 -0.90045
C -4.88772 0.41908 -3.28863
C 1.14589 -0.46028 2.84173
C 0.63675 -1.23585 3.88030
H 3.47012 -1.00515 0.36083
H 1.23218 -1.90946 -3.58422
H 4.23221 0.15274 4.09894
H -5.47162 0.66573 -4.16676
H 0.78864 -0.19262 -3.74334
H 2.63248 -1.42277 -1.81951
H 3.29176 1.60003 -0.34371
H -3.14751 1.47562 -3.96834
H 0.03894 -1.17350 -2.48546
H -3.11588 -1.20091 0.88310
H -6.49173 -0.70107 -2.36117
H -0.37372 -1.61332 3.80677
H 1.02114 -2.11305 5.79324
H 3.32613 -1.23113 5.93604
H 4.87929 0.06494 0.36414
H 2.81575 0.66022 2.12604
H -5.15899 -1.25628 -0.35972
H 4.58615 -0.95144 -1.03706

relative energy (zero: lowest compared OMol25 entry of this formula, charge and spin) = 6.1 kcal per mole
lowest unoccupied orbital energy (alpha / beta) = -0.041 / -0.042 Eh
energy = -5303.39093 a.u.
molecular weight = 506.33 u
2S+1 = 1
orbital gap (alpha / beta) = 7.0 / 7.0 eV

=====

Which formula does entry 3 have?
C18H18CoN5O2SSe

=====

Which value of molecular weight does entry 3 give?
506.33 u

=====

Among the records above, which one has the lowest molecular weight?
C7H12N3O2